The following is a DFT calculation (ωB97M-V/def2-TZVPD) of C42H67BF4Ge2N7O3P2STi as an isolated structure at a distorted geometry.

ORCA input file:
```
! wB97M-V def2-TZVPD RIJCOSX def2/J DEFGRID3
* xyz 2 2
Ti 0.77 -0.05 0.37
C 3.57 -0.11 -4.01
C 3.40 -0.59 -2.57
Ge 3.23 0.94 -1.32
C 4.75 0.78 -0.08
C 4.68 1.55 1.23
C 3.52 2.62 -2.22
C 2.95 3.63 -1.53
Ge 1.53 2.86 -0.40
C 1.54 3.41 1.49
C 1.17 4.86 1.80
C -0.12 3.09 -1.49
C -0.69 4.51 -1.62
C 3.29 5.07 -1.67
C 2.50 6.06 -1.10
C 2.82 7.40 -1.23
C 3.96 7.77 -1.93
C 4.78 6.79 -2.49
C 4.45 5.45 -2.35
H 3.64 -0.96 -4.69
H 4.47 0.48 -4.13
H 2.73 0.51 -4.34
H 4.31 -1.09 -2.22
H 2.59 -1.31 -2.48
H 5.59 1.12 -0.68
H 4.91 -0.28 0.09
H 4.63 2.63 1.05
H 5.56 1.37 1.85
H 3.80 1.28 1.82
H 4.24 2.79 -3.02
H 2.56 3.22 1.81
H 0.93 2.71 2.05
H 1.96 5.54 1.51
H 1.02 4.98 2.88
H 0.25 5.19 1.31
H -0.89 2.39 -1.17
H 0.21 2.78 -2.49
H -0.92 4.97 -0.66
H -1.61 4.49 -2.21
H 0.01 5.16 -2.14
H 1.62 5.79 -0.54
H 2.19 8.16 -0.79
H 4.22 8.82 -2.04
H 5.68 7.07 -3.02
H 5.11 4.70 -2.76
C -3.41 1.82 -3.56
P -3.11 0.67 -2.17
C -4.57 -0.44 -2.33
C -3.68 1.70 -0.75
C -3.41 1.03 0.59
P -1.69 1.23 1.25
C -1.95 0.50 2.92
C -1.75 3.01 1.66
H -4.40 2.26 -3.52
H -3.30 1.29 -4.50
H -2.66 2.62 -3.54
H -5.49 0.12 -2.47
H -4.67 -1.07 -1.44
H -4.43 -1.11 -3.19
H -4.76 1.88 -0.86
H -3.20 2.68 -0.81
H -3.64 -0.04 0.55
H -4.05 1.46 1.37
H -2.63 1.13 3.48
H -1.00 0.44 3.45
H -2.39 -0.49 2.83
H -2.75 3.27 2.02
H -1.53 3.63 0.79
H -1.03 3.24 2.44
F 3.00 -0.47 3.93
B 2.23 0.57 4.24
F 2.67 1.79 4.07
F 1.07 0.35 4.83
F 1.21 0.34 2.09
C 4.37 -2.35 1.64
S 2.67 -2.64 1.18
C 2.92 -3.98 0.04
O 2.28 -1.44 0.29
H 4.99 -2.31 0.75
H 4.66 -3.19 2.28
H 4.41 -1.43 2.21
H 3.47 -4.76 0.57
H 3.50 -3.60 -0.81
H 1.97 -4.38 -0.28
C 0.18 -2.42 3.36
C -0.72 -2.42 2.18
N -0.63 -1.69 1.07
C -1.76 -1.99 0.32
C -2.51 -2.91 0.97
N -1.84 -3.17 2.15
C -2.25 -4.15 3.17
N -3.62 -4.47 3.02
N -3.97 -5.45 2.12
N -5.23 -5.43 1.95
C -5.77 -4.41 2.71
C -7.09 -3.99 2.86
C -7.32 -2.92 3.69
C -6.26 -2.27 4.37
C -4.95 -2.68 4.23
C -4.74 -3.77 3.39
H 0.98 -1.70 3.24
H 0.62 -3.40 3.53
H -0.38 -2.14 4.26
H -1.97 -1.51 -0.62
H -3.44 -3.39 0.72
H -2.08 -3.72 4.16
H -1.67 -5.06 3.07
H -7.89 -4.50 2.35
H -8.33 -2.57 3.84
H -6.50 -1.44 5.02
H -4.15 -2.19 4.77
O 0.95 -6.71 -1.32
C -0.29 -6.45 -1.93
N -0.49 -5.03 -2.15
C 0.33 -4.37 -3.01
O 1.13 -4.93 -3.72
C 0.21 -2.87 -3.00
C 0.15 -2.12 -4.17
C 0.11 -0.74 -4.05
C 0.16 -0.16 -2.80
N 0.27 -0.88 -1.67
C 0.28 -2.21 -1.79
H 1.60 -6.76 -2.03
H -1.07 -6.79 -1.25
H -0.39 -6.97 -2.88
H -1.17 -4.52 -1.61
H 0.15 -2.61 -5.13
H 0.04 -0.11 -4.93
H 0.14 0.91 -2.69
H 0.36 -2.78 -0.88
*
```

Properties
**Frontier orbital gap (spin up / spin down)**: 6.78 / 6.90 eV
**E**: -8757.94570 Ha
**Largest force on an atom**: 1.0 eV/Å
**<S²>**: 0.753

Here are the Mulliken charges for atoms 1 to 2, given in e:
1. Ti -0.036
2. C -1.682

The following is a DFT calculation (ωB97M-V/def2-TZVPD) of C27H36N2O4 as an isolated structure at a distorted geometry.

ORCA input file:
```
! wB97M-V def2-TZVPD RIJCOSX def2/J DEFGRID3
* xyz 0 1
C 1.66 -3.70 2.60
H 2.24 -4.65 2.44
H 2.22 -3.14 3.22
H 1.29 -3.32 1.60
C 0.20 -4.27 3.25
H -0.23 -4.81 2.70
H 0.72 -4.50 4.23
O -0.40 -3.24 3.71
C -1.14 -2.49 2.86
C -1.38 -2.74 1.64
C -1.87 -1.97 0.72
C -2.61 -0.86 1.13
C -2.76 -0.51 2.57
C -1.70 -1.30 3.50
C -1.76 -0.93 4.79
O -2.08 0.37 5.27
O -1.26 -1.62 5.77
H -1.12 -1.24 6.62
H -2.97 0.24 3.09
H -3.18 -0.07 0.67
C -2.09 -2.30 -0.79
C -0.42 -1.93 -1.11
O 0.32 -2.99 -1.10
N -0.13 -0.64 -1.26
H -0.86 -0.28 -1.39
C 1.12 -0.40 -1.24
C 1.23 0.71 -2.41
C 2.73 0.41 -3.10
C 2.98 1.55 -4.11
C 2.08 2.49 -4.37
C 0.97 2.47 -3.80
C 0.46 1.60 -2.86
N -0.70 1.79 -2.06
C -0.95 3.07 -1.33
C -2.12 2.98 -0.43
C -3.13 2.71 -1.22
C -3.23 1.43 -2.26
C -1.75 1.88 -2.86
H -1.68 0.79 -3.62
H -1.78 2.63 -3.73
H -4.04 1.62 -2.72
H -2.95 0.89 -1.58
H -4.21 2.76 -0.71
H -3.55 3.79 -1.90
H -2.09 3.80 0.08
H -2.07 2.01 0.38
H -0.03 3.15 -0.60
H -1.05 3.95 -1.80
H 0.25 3.23 -4.08
H 2.46 3.22 -5.30
H 3.92 1.23 -4.63
H 3.29 -0.35 -2.86
H 1.71 -1.43 -1.34
C 1.37 0.36 0.18
H 1.08 -0.38 1.00
H 0.96 1.26 0.34
C 2.82 0.65 0.24
C 3.05 1.63 1.49
H 2.52 2.43 1.44
H 4.11 1.98 1.99
H 2.52 0.96 2.42
C 3.79 -0.52 0.55
H 4.78 -0.35 0.60
H 3.50 -0.98 1.25
H 3.63 -1.15 -0.38
H 3.18 1.28 -0.52
H -2.41 -3.21 -0.84
H -2.57 -1.58 -1.15
H -0.87 -3.45 1.10
*
```

Properties
**Frontier orbital gap**: 7.86 eV
**E**: -1459.92969 Ha
**Largest force on an atom**: 17.4 eV/Å

Here are the Mulliken charges for atoms 1 to 2, given in e:
1. C -0.910
2. H 0.433

The following is a DFT calculation (ωB97M-V/def2-TZVPD) of C20H28N2O5 in the gas phase.

ORCA input file:
```
! wB97M-V def2-TZVPD RIJCOSX def2/J DEFGRID3
* xyz 0 1
C 0.97 2.19 0.31
C 1.02 3.69 0.59
C -0.31 4.27 1.06
C -1.46 4.05 0.08
H -2.27 4.78 0.26
H -1.13 4.14 -0.96
O -2.02 2.75 0.28
C -2.18 1.95 -0.76
O -1.97 2.25 -1.91
C -2.65 0.57 -0.30
N -1.76 -0.45 -0.77
C -0.78 -1.02 0.02
O -0.58 -0.81 1.19
N -0.10 -1.92 -0.78
C -0.61 -1.89 -2.06
C -0.28 -2.58 -3.20
C -1.00 -2.33 -4.36
C -2.03 -1.39 -4.35
C -2.37 -0.69 -3.21
C -1.65 -0.95 -2.06
H -3.16 0.05 -3.22
H -2.57 -1.20 -5.27
C -0.66 -3.05 -5.64
H -0.03 -3.91 -5.45
H -1.57 -3.38 -6.14
H -0.13 -2.38 -6.31
H 0.52 -3.31 -3.21
C 1.00 -2.70 -0.27
C 1.96 -1.77 0.48
O 2.39 -0.74 0.02
O 2.29 -2.29 1.65
C 3.11 -1.49 2.51
C 2.28 -0.46 3.26
C 1.26 -1.12 4.19
C 0.38 -0.08 4.87
H -0.32 -0.56 5.55
H -0.19 0.47 4.12
H 0.98 0.63 5.44
H 0.63 -1.78 3.60
H 1.78 -1.71 4.94
H 1.75 0.15 2.53
H 2.95 0.18 3.83
H 3.88 -0.99 1.90
H 3.58 -2.20 3.19
H 1.53 -3.15 -1.11
H 0.65 -3.48 0.41
H -3.66 0.38 -0.69
H -2.65 0.53 0.79
H -0.20 5.35 1.21
H -0.60 3.82 2.01
H 1.34 4.21 -0.32
H 1.76 3.89 1.36
H 0.43 1.98 -0.61
H 0.47 1.66 1.12
H 1.97 1.79 0.20
*
```

Properties
**Frontier orbital gap**: 8.70 eV
**E**: -1264.70073 Ha
**SMILES**: CCCCOC(=O)Cn1c(=O)n(CC(=O)OCCCC)c2cc(C)ccc21
**Largest force on an atom**: 0.7 eV/Å

Here are the Mulliken charges for atoms 1 to 2, given in e:
1. C -0.669
2. C -0.791

The following is a DFT calculation (ωB97M-V/def2-TZVPD) of an isolated ion of composition C4H9N4 and charge +1 at a distorted geometry.

ORCA input file:
```
! wB97M-V def2-TZVPD RIJCOSX def2/J DEFGRID3
* xyz 1 1
C -0.39 -1.30 -0.08
C -0.15 -0.09 -0.63
C 1.23 -0.42 1.03
C -0.83 0.91 -1.76
N 0.46 -1.47 0.96
N 0.83 0.52 0.17
N 1.99 -0.12 2.06
N -2.20 1.16 -1.34
H -1.11 -2.08 -0.21
H -0.23 1.77 -1.81
H -0.92 0.48 -2.80
H 0.50 -2.27 1.55
H 1.24 1.42 0.17
H 2.02 -0.79 2.85
H 2.69 0.60 1.85
H -2.67 0.38 -1.67
H -2.47 1.30 -0.34
*
```

Properties
**Frontier orbital gap**: 9.39 eV
**E**: -376.58750 Ha
**SMILES**: NCc1c[nH]c(=[NH2+])[nH]1
**Largest force on an atom**: 3.8 eV/Å

Here are the Mulliken charges for atoms 1 to 2, given in e:
1. C -0.437
2. C 0.311

The following is a DFT calculation (ωB97M-V/def2-TZVPD) of C3H7ClOSi as an isolated structure at a distorted geometry.

ORCA input file:
```
! wB97M-V def2-TZVPD RIJCOSX def2/J DEFGRID3
* xyz 0 1
C 2.42 -0.49 -0.10
C -0.04 -1.42 0.18
C 0.64 -0.08 0.45
O 2.59 -1.41 -0.82
Si -0.06 1.40 -0.53
Cl 3.50 0.75 0.43
H -0.05 -1.94 1.09
H 0.67 -2.00 -0.46
H -1.11 -1.21 -0.12
H 0.57 0.00 1.56
H -1.39 1.68 -0.14
H -0.10 0.95 -1.86
H 0.77 2.61 -0.61
*
```

Properties
**Frontier orbital gap**: 10.67 eV
**E**: -943.35599 Ha
**Largest force on an atom**: 4.6 eV/Å

Here are the Mulliken charges for atoms 1 to 2, given in e:
1. C 0.428
2. C -1.037

The following is a DFT calculation (ωB97M-V/def2-TZVPD) of C23H18BrN3O4S3Ti as an isolated structure at a distorted geometry.

ORCA input file:
```
! wB97M-V def2-TZVPD RIJCOSX def2/J DEFGRID3
* xyz -2 3
Ti -1.28 0.02 -1.56
O -3.06 2.61 1.22
C -3.27 1.78 2.26
C -3.98 2.28 3.35
C -4.22 1.49 4.46
C -3.77 0.18 4.50
C -3.06 -0.32 3.42
C -2.79 0.46 2.31
C -1.85 -0.06 1.24
O -2.02 0.54 0.02
N -0.49 0.20 1.81
N 0.53 0.21 0.94
C 1.50 1.08 1.21
C 2.63 1.20 0.51
Br -0.20 2.24 -2.00
C 3.88 1.16 0.14
C 4.86 0.32 0.87
C 6.14 0.80 1.14
C 7.00 0.09 1.96
C 6.62 -1.14 2.48
C 5.36 -1.64 2.17
C 4.48 -0.92 1.38
H -2.67 2.07 0.48
H -4.32 3.31 3.30
H -4.77 1.91 5.30
H -3.96 -0.44 5.37
H -2.67 -1.33 3.44
H -1.96 -1.15 1.14
H -0.49 1.00 2.44
H 1.35 1.81 2.03
H 4.25 1.78 -0.68
H 6.44 1.76 0.73
H 7.98 0.50 2.20
H 7.28 -1.69 3.13
H 5.06 -2.61 2.56
H 3.50 -1.30 1.15
S -5.94 -0.90 -2.17
C -4.30 -0.53 -2.00
S -3.15 -1.74 -1.58
S -3.69 1.04 -2.25
O 0.86 -3.09 -2.51
C 0.18 -2.06 -2.54
O -0.08 -1.31 -1.48
C -0.44 -1.52 -3.74
C -0.43 -2.17 -4.97
C -1.09 -1.61 -6.04
C -1.73 -0.36 -5.84
C -1.69 0.24 -4.61
N -1.10 -0.32 -3.53
H 0.09 -3.11 -5.04
H -1.11 -2.10 -7.01
H -2.25 0.13 -6.66
H -2.16 1.19 -4.45
*
```

Properties
**Frontier orbital gap (spin up / spin down)**: 4.02 / 5.43 eV
**E**: -5970.67319 Ha
**Largest force on an atom**: 3.1 eV/Å
**<S²>**: 2.052

Here are the Mulliken charges for atoms 1 to 2, given in e:
1. Ti -0.090
2. O -0.729

The following is a DFT calculation (ωB97M-V/def2-TZVPD) of a 2-piece molecular cluster, C5H15NP overall at a distorted geometry.

ORCA input file:
```
! wB97M-V def2-TZVPD RIJCOSX def2/J DEFGRID3
* xyz 1 1
C -1.12 1.49 0.54
C -0.08 -0.45 1.88
C 1.77 1.69 -0.52
C -0.01 -1.00 -1.12
C 0.05 0.65 0.92
N 1.32 0.91 0.54
P -1.11 -2.27 -1.39
H -1.35 2.23 1.35
H -2.05 0.95 0.31
H -0.90 2.22 -0.26
H -1.16 -0.69 2.02
H 0.09 -0.26 2.89
H 0.49 -1.30 1.70
H 2.84 2.20 -0.40
H 1.94 0.90 -1.34
H 1.02 2.25 -1.11
H 0.98 -1.50 -1.39
H 0.08 -0.16 -1.76
H -2.11 -2.17 -0.24
H 1.99 0.30 1.07
H -0.65 -3.54 -1.31
H -2.03 -2.45 -2.38
*
```

Properties
**Frontier orbital gap**: 8.20 eV
**E**: -595.21695 Ha
**Largest force on an atom**: 5.1 eV/Å

Here are the Mulliken charges for atoms 1 to 2, given in e:
1. C -1.270
2. C -1.613

The following is a DFT calculation (ωB97M-V/def2-TZVPD) of a 2-piece molecular cluster, C2H8O5Si overall at a distorted geometry.

ORCA input file:
```
! wB97M-V def2-TZVPD RIJCOSX def2/J DEFGRID3
* xyz 0 3
C 1.32 0.78 -0.36
C 1.17 -0.37 0.37
O 1.18 0.99 -1.65
O 1.42 1.84 0.44
O -1.68 -1.29 0.67
O 1.05 -1.66 -0.26
O 1.31 -0.53 1.77
Si -2.16 0.00 -0.16
H 0.92 0.12 -2.01
H 1.51 2.55 -0.25
H -1.12 -1.85 0.16
H 0.67 -2.24 0.48
H 1.21 0.38 2.05
H -2.55 0.69 1.02
H -1.21 0.83 -0.96
H -3.05 -0.24 -1.30
*
```

Properties
**Frontier orbital gap (spin up / spin down)**: 4.26 / 9.85 eV
**E**: -746.49547 Ha
**Largest force on an atom**: 8.9 eV/Å
**<S²>**: 2.005

Here are the Mulliken charges for atoms 1 to 2, given in e:
1. C -0.508
2. C 0.196

The following is a DFT calculation (ωB97M-V/def2-TZVPD) of C6H11BrSi in the gas phase at a distorted geometry.

ORCA input file:
```
! wB97M-V def2-TZVPD RIJCOSX def2/J DEFGRID3
* xyz 0 3
C 0.67 -0.54 2.02
C 0.86 -1.02 0.78
C -1.57 0.66 0.37
C -0.18 0.67 2.18
C -0.50 -1.57 -1.80
C 0.88 1.22 -1.48
Si -0.09 -0.20 -0.58
Br 0.73 2.26 1.95
H 1.19 -1.06 2.95
H 1.58 -1.79 0.52
H -2.48 0.20 0.62
H -1.68 1.82 0.36
H -0.83 0.78 3.02
H 0.14 -2.34 -1.51
H -1.53 -1.99 -1.53
H -0.31 -1.38 -2.85
H 0.90 2.11 -0.96
H 1.91 0.91 -1.72
H 0.32 1.27 -2.34
*
```

Properties
**Frontier orbital gap (spin up / spin down)**: 6.97 / 7.74 eV
**E**: -3098.52650 Ha
**Largest force on an atom**: 4.4 eV/Å
**<S²>**: 2.009

Here are the Mulliken charges for atoms 1 to 2, given in e:
1. C -0.095
2. C -0.381

The following is a DFT calculation (ωB97M-V/def2-TZVPD) of C5H10O2 in the gas phase.

ORCA input file:
```
! wB97M-V def2-TZVPD RIJCOSX def2/J DEFGRID3
* xyz 0 1
C -2.37 0.16 0.74
O -0.99 -0.06 0.55
C -0.53 0.48 -0.68
C 0.94 0.18 -0.88
C 1.94 0.50 0.21
C 1.68 -0.93 -0.18
O 1.06 -1.83 0.68
H -2.60 1.23 0.82
H -2.65 -0.34 1.68
H -2.96 -0.27 -0.08
H -1.12 0.06 -1.51
H -0.70 1.57 -0.68
H 1.25 0.35 -1.91
H 2.89 0.97 -0.06
H 1.53 0.82 1.16
H 2.45 -1.42 -0.76
H 0.18 -1.48 0.87
*
```

Properties
**Frontier orbital gap**: 10.06 eV
**E**: -346.93126 Ha
**SMILES**: COC[C@H]1C[C@H]1O
**Largest force on an atom**: 0.4 eV/Å

Here are the Mulliken charges for atoms 1 to 2, given in e:
1. C -0.779
2. O -0.359

The following is a DFT calculation (ωB97M-V/def2-TZVPD) of C4H14BKO2 as an isolated structure at a distorted geometry.

ORCA input file:
```
! wB97M-V def2-TZVPD RIJCOSX def2/J DEFGRID3
* xyz 1 2
K 21.81 -18.39 4.74
B 24.62 -17.96 3.93
H 23.89 -17.82 3.15
H 25.37 -18.57 3.47
H 25.09 -16.99 4.02
H 24.24 -18.40 4.84
C 22.08 -14.84 6.35
O 21.16 -15.96 6.27
C 20.61 -16.33 7.54
C 19.52 -17.37 7.45
O 20.08 -18.70 7.49
C 19.15 -19.63 7.96
H 21.87 -13.94 6.92
H 21.98 -14.39 5.37
H 23.10 -15.18 6.52
H 20.27 -15.42 8.04
H 21.49 -16.68 8.07
H 18.79 -17.19 6.66
H 18.95 -17.21 8.36
H 18.46 -19.35 8.75
H 19.52 -20.62 8.22
H 18.49 -19.72 7.10
*
```

Properties
**Frontier orbital gap (spin up / spin down)**: 10.03 / 4.41 eV
**E**: -935.60094 Ha
**Largest force on an atom**: 6.0 eV/Å
**<S²>**: 0.753

Here are the Mulliken charges for atoms 1 to 2, given in e:
1. K 0.860
2. B 0.124

The following is a DFT calculation (ωB97M-V/def2-TZVPD) of C10H18NO5S2 as an isolated structure at a distorted geometry.

ORCA input file:
```
! wB97M-V def2-TZVPD RIJCOSX def2/J DEFGRID3
* xyz -1 1
C 0.74 1.55 -4.87
C 0.10 0.54 -4.76
S -0.65 -1.03 -4.45
O -0.13 -1.89 -5.49
O -2.08 -0.82 -4.48
N -0.06 -1.54 -3.05
S -0.34 -0.57 -1.76
O 0.93 -0.21 -1.14
O -1.21 0.56 -2.02
C -1.14 -1.69 -0.58
C -2.42 -1.11 0.03
C -2.23 -0.54 1.46
C -0.90 0.21 1.65
C 0.15 -0.59 2.46
C 1.59 -0.41 1.95
C 2.34 0.70 2.67
O 1.66 1.93 2.60
C 1.89 2.63 1.38
H 1.19 2.51 -4.82
H -0.41 -2.00 0.15
H -1.41 -2.58 -1.16
H -3.15 -1.92 0.09
H -2.87 -0.36 -0.62
H -2.31 -1.34 2.19
H -3.04 0.17 1.64
H -0.47 0.55 0.71
H -1.11 1.12 2.23
H 0.06 -0.35 3.53
H -0.11 -1.65 2.36
H 1.57 -0.21 0.88
H 2.13 -1.35 2.09
H 2.49 0.46 3.73
H 3.35 0.76 2.23
H 0.94 3.02 1.03
H 2.58 3.47 1.55
H 2.34 1.98 0.63
*
```

Properties
**Frontier orbital gap**: 8.98 eV
**E**: -1619.10815 Ha
**Largest force on an atom**: 1.5 eV/Å

Here are the Mulliken charges for atoms 1 to 2, given in e:
1. C 0.317
2. C -0.772

Question: Number 3 is which compound?
Answer: C20H28N2O5

Question: Among the records above, which one has the lowest E?
Answer: C42H67BF4Ge2N7O3P2STi